A cluster of 2 separate species, C2H5N2O3 in total. Source: OMol25; level of theory: ωB97M-V with the def2-TZVPD basis set.

The geometry in XYZ format:
```
12
Properties=species:S:1:pos:R:3:forces:R:3:lowdin_charge:R:1
C -0.46043 0.76250 -1.65164 1.361 0.400 1.738 -0.42
N -1.01991 2.04893 -1.51244 -0.128 -0.682 -0.538 0.08
O -0.70196 -0.05614 -2.49672 -1.126 0.465 -1.117 -0.01
H 0.27777 0.47919 -0.86563 -0.380 0.808 -0.200 0.09
H -0.67904 2.74368 -0.83261 -0.445 -1.160 -0.536 0.09
H -1.89230 2.20282 -2.02194 0.648 0.214 0.330 0.08
N 1.12507 -1.85117 1.96731 0.232 -0.650 -0.017 0.08
C 0.50593 -0.93220 1.10309 -1.202 -0.028 -0.894 -0.85
O 0.86126 0.26182 1.26038 0.047 0.179 -0.091 -0.12
O -0.33472 -1.39731 0.25915 1.179 0.327 1.331 -0.12
H 1.60114 -1.49377 2.77720 -0.158 0.057 -0.080 0.05
H 0.71718 -2.76835 2.01386 -0.028 0.069 0.074 0.05
```
Positions in Å, forces in eV/Å.

For the energy, the calculation gives -11279.869 eV. The calculation puts the gap between HOMO and LUMO at 8.163 eV. The calculation puts the LUMO energy at 4.13 eV. Its charge is -1. As for the relative energy (zero: lowest compared OMol25 entry of this formula, charge and spin): 129.3 kJ/mol.